(1)
{"formula": "C30H22Cl2N8O3Ta", "method": "ωB97M-V/def2-TZVPD", "symbols": ["Ta", "Cl", "Cl", "O", "O", "O", "N", "N", "N", "N", "N", "N", "N", "N", "C", "C", "C", "C", "C", "C", "C", "C", "C", "C", "C", "C", "C", "C", "C", "C", "C", "C", "C", "C", "C", "C", "C", "C", "C", "C", "C", "C", "C", "C", "H", "H", "H", "H", "H", "H", "H", "H", "H", "H", "H", "H", "H", "H", "H", "H", "H", "H", "H", "H", "H", "H"], "xyz": [[-0.6718, 0.4709, -0.3702], [1.5852, 1.5478, -2.0284], [2.4382, -2.3092, 1.5748], [2.7183, 3.2219, 0.8928], [0.5223, 1.7674, 0.7743], [-1.5550, 4.6795, -0.3136], [-1.3744, -1.9448, -0.2927], [-1.2345, 0.4995, 1.7880], [-1.4686, 2.3708, -0.8512], [-3.0905, 0.1808, -0.0303], [-0.3561, -2.2187, -2.4178], [-0.2235, 0.7621, 2.6699], [-1.1296, 0.0205, -2.5647], [0.8209, -0.5780, -0.2502], [0.7150, 1.4080, 2.0213], [-5.3575, -0.0961, -0.7061], [-1.3810, 1.0119, -4.7441], [-1.4995, 1.0478, -3.3836], [-5.7692, -0.1070, 0.6156], [2.1741, -0.3694, -0.2717], [1.9851, 1.7260, 2.6628], [-0.8439, -0.1341, -5.3328], [-0.9316, -4.6525, 0.2067], [4.4294, -0.8070, 0.5209], [2.2997, 1.1169, 3.8874], [-1.7454, -2.5264, 0.8608], [-4.0066, 0.0517, -0.9826], [-1.5498, -3.8523, 1.1608], [-2.4246, 0.3718, 2.2311], [-0.6858, -1.1030, -3.1462], [2.9240, 2.5825, 2.0582], [4.9290, 0.1893, -0.3073], [4.1439, 2.8144, 2.6939], [-4.8180, 0.0361, 1.6140], [-1.4953, 3.5418, -0.5673], [4.0751, 0.9176, -1.1220], [-3.4905, 0.1809, 1.2510], [-0.7907, -2.7221, -1.1982], [-0.5097, -1.1931, -4.5356], [-0.5610, -4.0839, -0.9865], [3.5080, 1.3456, 4.5012], [2.7287, 0.6291, -1.0805], [4.4286, 2.2030, 3.8951], [3.0757, -1.0849, 0.5256], [-1.6834, 1.8669, -5.3299], [5.3811, 2.3948, 4.3724], [-0.7080, -0.1958, -6.4045], [-2.2078, -1.8857, 1.5908], [-6.0629, -0.1954, -1.5184], [3.7434, 0.8678, 5.4418], [0.0755, -2.9294, -2.9853], [5.9877, 0.4073, -0.3102], [-0.0881, -4.6754, -1.7597], [4.8472, 3.4834, 2.2166], [-5.0921, 0.0449, 2.6603], [-3.6513, 0.0676, -2.0044], [-0.1238, -2.1102, -4.9606], [-1.8756, 1.9179, -2.8730], [4.4444, 1.7115, -1.7558], [5.0886, -1.3670, 1.1695], [-1.8589, -4.2417, 2.1192], [-6.8149, -0.2199, 0.8673], [1.5678, 0.4546, 4.3286], [-0.7484, -5.7021, 0.3926], [1.8648, 2.9385, 0.5256], [-2.6227, 0.4543, 3.2947]], "max_force_ev_per_a": 0.65, "total_energy_ev": -76125.8089, "e_lumo_ev": -3.87, "total_charge": 1, "de_lowest_kj_mol": 3.9}

---

(2)
{"formula": "C30H22F6NRuS2", "method": "ωB97M-V/def2-TZVPD", "symbols": ["Ru", "S", "S", "F", "F", "F", "F", "F", "F", "N", "C", "C", "C", "C", "C", "C", "C", "C", "C", "C", "C", "C", "C", "C", "C", "C", "C", "C", "C", "C", "C", "C", "C", "C", "C", "C", "C", "C", "C", "C", "H", "H", "H", "H", "H", "H", "H", "H", "H", "H", "H", "H", "H", "H", "H", "H", "H", "H", "H", "H", "H", "H"], "xyz": [[1.7821, 0.5995, 0.5091], [1.1836, -2.0992, -3.4827], [1.5034, 1.3858, 2.7790], [3.9563, 2.1666, 1.4670], [3.9047, 3.6323, 6.6957], [1.7492, 2.4267, 5.6029], [6.1974, 3.3003, 2.5769], [-2.9263, 4.0362, -1.9859], [6.1776, 3.9966, 5.2340], [0.8418, -1.3127, -1.0333], [-1.1397, 2.6517, -1.3039], [-3.9166, -1.9017, 0.9104], [2.8394, 2.6114, 4.8559], [3.0507, -0.7903, -1.9295], [-1.5228, -2.8136, -3.3421], [5.2335, -0.5507, -2.9298], [5.1158, 3.0723, 3.3282], [-2.7206, 1.7967, 0.8266], [-1.4274, 1.2180, 0.6498], [-0.3743, -2.3134, -2.7574], [-2.4287, 3.1425, -1.1136], [-1.5356, -1.9653, -0.6795], [5.1014, 3.4376, 4.6737], [-4.5347, -3.9218, -0.4181], [4.5916, 0.7938, -1.0397], [3.9454, 3.2287, 5.4230], [-2.7050, -2.4318, -1.2557], [-3.2172, 2.7324, -0.0424], [-0.3609, -1.8557, -1.4260], [-2.6767, -2.8522, -2.5929], [-4.0306, -2.4749, -0.5040], [3.3341, 0.1963, -0.9578], [-0.6401, 1.7098, -0.4372], [5.5242, 0.4313, -1.9978], [-0.9865, 0.2106, 1.4886], [2.8435, 2.1952, 3.5181], [3.9928, 2.4800, 2.7769], [1.7289, -1.3681, -1.9861], [3.9930, -1.1474, -2.8987], [-5.0473, -1.6213, -1.2785], [-5.4841, -3.9641, 0.1108], [-4.8876, -1.9333, 1.4001], [3.7317, -1.8974, -3.6300], [-1.5698, -0.0904, 2.3412], [0.3917, 1.2933, -0.6423], [-4.2041, 3.1523, 0.0762], [-5.3423, -2.1025, -2.2059], [-1.5036, -3.1463, -4.3675], [-4.6198, -0.6495, -1.5141], [-4.6847, -4.3414, -1.4082], [-3.3100, 1.4787, 1.6725], [-3.5933, -0.8656, 0.8686], [4.8821, 1.5786, -0.3604], [5.9631, -0.8336, -3.6753], [-5.9422, -1.4670, -0.6818], [6.4781, 0.9338, -2.0247], [-0.5553, 3.0102, -2.1369], [-0.0277, -0.3010, 1.3392], [-3.8203, -4.5460, 0.1122], [-3.5751, -3.2069, -3.0693], [-3.2180, -2.4698, 1.5189], [-1.5083, -1.6638, 0.3538]], "max_force_ev_per_a": 1.52, "total_energy_ev": -73510.3673, "spin_multiplicity": 6, "e_lumo_ev": [-0.19, -1.23], "de_lowest_kj_mol": 166.6}

---

(3)
{"formula": "C30H22FeN18OSe", "method": "ωB97M-V/def2-TZVPD", "symbols": ["Se", "Fe", "O", "N", "N", "N", "N", "N", "N", "N", "N", "N", "N", "N", "N", "N", "N", "N", "N", "N", "N", "C", "C", "C", "C", "C", "C", "C", "C", "C", "C", "C", "C", "C", "C", "C", "C", "C", "C", "C", "C", "C", "C", "C", "C", "C", "C", "C", "C", "C", "C", "H", "H", "H", "H", "H", "H", "H", "H", "H", "H", "H", "H", "H", "H", "H", "H", "H", "H", "H", "H", "H", "H"], "xyz": [[-5.3242, 5.2136, 2.1000], [0.0915, -0.1141, 0.2814], [-3.2619, -0.6898, 1.0397], [0.8098, -0.6852, 4.5500], [2.0714, -0.7454, 0.5950], [2.5571, -0.8741, 2.9371], [-3.7372, 4.8187, 2.7754], [0.2908, -0.3895, 2.4445], [0.5105, -3.3226, 1.2940], [-0.5043, -0.4240, 4.4337], [4.0656, -1.0537, -0.1454], [-0.1639, 1.9394, 1.3135], [4.1538, -1.0793, 1.1998], [-1.2220, -1.7865, 0.8683], [2.8596, -0.8612, -0.5210], [-1.5294, -3.3592, 2.4428], [-1.7260, 0.9682, -0.5672], [-5.1683, 4.0713, 0.7568], [1.0977, 1.1887, -1.3641], [0.2399, -1.3163, -1.6842], [-0.8261, -0.2433, 3.1997], [-3.2079, 3.9044, 2.0078], [-2.2487, 1.9291, 0.2004], [-1.2649, -4.5133, 3.2790], [0.0146, -3.3085, -2.9843], [0.7143, -2.7463, -4.0194], [-3.5213, 2.4437, -0.0160], [2.4275, 2.5651, -3.3779], [0.2417, 3.1940, 3.3023], [-2.5009, -1.5545, 1.3825], [-3.7237, 0.9514, -1.8671], [-2.7668, -2.5986, 2.4541], [-4.2707, 1.9368, -1.0759], [-1.0349, 3.7156, 3.2524], [0.9192, -0.7549, -2.7032], [2.9259, -0.8867, 1.6244], [-4.0102, 3.4812, 0.8856], [2.2856, 0.5239, -4.8049], [1.8787, -0.7513, -4.9564], [1.2625, -0.6491, 3.3105], [-0.2063, -2.5527, -1.8291], [-1.4079, 2.4193, 1.2776], [0.6474, 2.3362, 2.2909], [-1.8732, 3.3489, 2.2029], [2.1397, 3.1745, -2.1860], [1.1775, -1.4264, -3.9006], [1.3663, 0.5903, -2.5365], [2.0366, 1.2311, -3.5802], [-2.4459, 0.4919, -1.5730], [-0.7064, -2.8306, 1.5455], [1.4731, 2.4423, -1.1976], [-0.7726, -2.9573, -1.0052], [-4.2680, 0.5303, -2.6999], [-2.9199, -2.0984, 3.4111], [-5.2659, 2.3257, -1.2467], [2.8038, 1.0437, -5.6004], [-1.9855, -0.2877, -2.1662], [-1.3709, -5.4446, 2.7201], [-0.3688, -4.3171, -3.0439], [-0.2631, -4.4616, 3.7067], [1.6610, 1.9544, 2.2568], [2.4150, 4.2018, -1.9959], [2.0642, -1.2891, -5.8773], [0.9217, 3.4364, 4.1059], [0.9135, -3.9990, 1.9203], [-1.9757, -4.5146, 4.1002], [3.2568, -1.0127, 3.6465], [-3.6339, -3.2169, 2.2189], [1.1509, -2.7272, 0.7822], [0.9102, -3.2999, -4.9293], [1.2375, 2.8949, -0.2457], [-1.4075, 4.4039, 3.9998], [2.9453, 3.0941, -4.1683]], "max_force_ev_per_a": 0.85, "total_energy_ev": -160066.5619, "spin_multiplicity": 6, "e_lumo_ev": [-3.14, -4.20], "total_charge": 1, "de_lowest_kj_mol": 0.0}

---

What did the second record say?
{"formula": "C30H22F6NRuS2", "method": "ωB97M-V/def2-TZVPD", "symbols": ["Ru", "S", "S", "F", "F", "F", "F", "F", "F", "N", "C", "C", "C", "C", "C", "C", "C", "C", "C", "C", "C", "C", "C", "C", "C", "C", "C", "C", "C", "C", "C", "C", "C", "C", "C", "C", "C", "C", "C", "C", "H", "H", "H", "H", "H", "H", "H", "H", "H", "H", "H", "H", "H", "H", "H", "H", "H", "H", "H", "H", "H", "H"], "xyz": [[1.7821, 0.5995, 0.5091], [1.1836, -2.0992, -3.4827], [1.5034, 1.3858, 2.7790], [3.9563, 2.1666, 1.4670], [3.9047, 3.6323, 6.6957], [1.7492, 2.4267, 5.6029], [6.1974, 3.3003, 2.5769], [-2.9263, 4.0362, -1.9859], [6.1776, 3.9966, 5.2340], [0.8418, -1.3127, -1.0333], [-1.1397, 2.6517, -1.3039], [-3.9166, -1.9017, 0.9104], [2.8394, 2.6114, 4.8559], [3.0507, -0.7903, -1.9295], [-1.5228, -2.8136, -3.3421], [5.2335, -0.5507, -2.9298], [5.1158, 3.0723, 3.3282], [-2.7206, 1.7967, 0.8266], [-1.4274, 1.2180, 0.6498], [-0.3743, -2.3134, -2.7574], [-2.4287, 3.1425, -1.1136], [-1.5356, -1.9653, -0.6795], [5.1014, 3.4376, 4.6737], [-4.5347, -3.9218, -0.4181], [4.5916, 0.7938, -1.0397], [3.9454, 3.2287, 5.4230], [-2.7050, -2.4318, -1.2557], [-3.2172, 2.7324, -0.0424], [-0.3609, -1.8557, -1.4260], [-2.6767, -2.8522, -2.5929], [-4.0306, -2.4749, -0.5040], [3.3341, 0.1963, -0.9578], [-0.6401, 1.7098, -0.4372], [5.5242, 0.4313, -1.9978], [-0.9865, 0.2106, 1.4886], [2.8435, 2.1952, 3.5181], [3.9928, 2.4800, 2.7769], [1.7289, -1.3681, -1.9861], [3.9930, -1.1474, -2.8987], [-5.0473, -1.6213, -1.2785], [-5.4841, -3.9641, 0.1108], [-4.8876, -1.9333, 1.4001], [3.7317, -1.8974, -3.6300], [-1.5698, -0.0904, 2.3412], [0.3917, 1.2933, -0.6423], [-4.2041, 3.1523, 0.0762], [-5.3423, -2.1025, -2.2059], [-1.5036, -3.1463, -4.3675], [-4.6198, -0.6495, -1.5141], [-4.6847, -4.3414, -1.4082], [-3.3100, 1.4787, 1.6725], [-3.5933, -0.8656, 0.8686], [4.8821, 1.5786, -0.3604], [5.9631, -0.8336, -3.6753], [-5.9422, -1.4670, -0.6818], [6.4781, 0.9338, -2.0247], [-0.5553, 3.0102, -2.1369], [-0.0277, -0.3010, 1.3392], [-3.8203, -4.5460, 0.1122], [-3.5751, -3.2069, -3.0693], [-3.2180, -2.4698, 1.5189], [-1.5083, -1.6638, 0.3538]], "max_force_ev_per_a": 1.52, "total_energy_ev": -73510.3673, "spin_multiplicity": 6, "e_lumo_ev": [-0.19, -1.23], "de_lowest_kj_mol": 166.6}